(1)
The following is a DFT calculation (ωB97M-V/def2-TZVPD) of a single C17H21N5O3S molecule.

XYZ file:
```
47
Properties=species:S:1:pos:R:3:forces:R:3
H -2.9089 -3.0920 1.8946 -0.0569 0.0403 -0.0372
C -0.8226 -0.8138 1.0807 0.0182 -0.3948 -0.1254
O 2.7470 0.0172 1.1781 0.1619 -0.2407 -0.0821
C 1.2116 -0.6612 -3.1018 0.3236 -0.8696 0.1405
H 1.9328 3.6753 0.8358 0.0008 -0.1738 0.0746
H -4.1775 -2.5161 0.7705 0.0313 -0.0037 0.0920
N 1.3464 0.2844 -2.1281 0.2502 -0.1837 0.4812
C 2.0061 -0.3084 -1.0470 0.1313 -0.6559 -0.1393
H -0.4695 1.5889 4.3875 0.0289 -0.1422 0.0196
H -3.4186 -0.1888 1.0574 -0.0239 -0.0160 0.0399
H -1.7609 1.4354 2.1791 -0.0559 -0.0338 0.0586
O -2.3066 -2.4353 0.0380 -0.0901 -0.0045 -0.1590
C -0.2979 0.8133 3.6346 -0.4308 0.3180 -0.0804
C -3.0816 -0.9463 1.7877 0.0297 -0.3193 -0.1311
H -1.0309 -0.0321 0.3243 0.0510 0.0114 0.0193
H 1.5403 0.6133 2.5595 -0.0640 0.1881 -0.0374
H 0.2065 -0.7143 1.4209 0.0055 0.0051 -0.1013
H 2.7884 -2.3179 -0.6861 0.1089 -0.0894 0.2163
C 0.6751 -0.7861 -4.4025 -0.1598 -0.0370 -0.4024
H 0.8997 2.2062 -4.0857 0.0007 0.0045 -0.1058
N 1.1987 2.2984 -0.9983 -0.4841 0.5815 -0.6074
C -0.9810 -2.1935 0.4415 0.3246 0.2465 0.0479
H -0.6620 1.7193 -3.4092 -0.0745 -0.0187 -0.0682
H -3.7394 -0.9094 2.6586 -0.0362 0.0251 -0.0293
C -1.6191 0.5994 2.8831 0.2016 -0.0498 0.1621
C 0.9644 1.6066 -2.0460 -0.0464 0.3974 0.1775
N 1.8161 1.7637 0.0713 0.3514 -0.6956 0.0633
H -2.4267 0.6386 3.6178 -0.0042 0.0585 -0.0266
H 0.0543 3.2757 -2.9483 0.0058 -0.0065 0.0169
C 2.2895 -1.6288 -1.3349 -0.0133 0.5685 0.2968
H 0.5521 -2.4278 -5.8304 -0.0939 -0.0184 -0.2151
H 2.8981 2.4319 1.7086 -0.0739 0.0500 -0.0743
C -3.1698 -2.3295 1.1456 -0.2509 0.2232 0.2050
C 2.2407 0.4584 0.1515 -0.0272 0.4445 0.1632
H 0.1859 -0.0114 -4.9618 -0.0909 0.1052 -0.1210
C 1.9515 2.6516 1.2092 -0.0978 0.2321 0.3559
C 0.8569 -2.0457 -4.8763 0.1112 -0.0656 0.2023
N -1.7152 -0.6921 2.2206 -0.0953 -0.0115 0.0070
C 0.7816 2.4625 2.1954 0.6615 -0.0419 -0.2814
O -0.0480 3.3236 2.3909 -0.3185 0.3137 0.0818
N 0.7866 1.2545 2.7825 0.1044 -0.4195 0.2255
H -0.6677 -2.9581 1.1679 0.0192 0.0302 -0.0484
H 0.0016 -0.1117 4.1255 -0.0034 0.0319 0.0313
H -0.3630 -2.2740 -0.4548 0.0221 0.0158 0.0832
S 1.6727 -3.1180 -3.7846 -0.0979 0.3881 0.0529
C 1.7925 -1.8481 -2.6250 -0.2862 0.2907 -0.4433
C 0.2698 2.2418 -3.1981 0.0323 -0.0788 0.0022
```
Forces are in eV/Å.

## Properties
**Gap between HOMO and LUMO**: 8.56 eV
**Energy**: -42398.0422 eV
**Multiplicity**: 1
**SMILES**: Cc1nn(CC(=O)NCCN2CCOCC2)c(=O)c2cc3sccc3n12
**Relative energy (zero: lowest compared OMol25 entry of this formula, charge and spin)**: 1.513 eV

---

(2)
The following is a DFT calculation (ωB97M-V/def2-TZVPD) of a single C17H21N7OS2 molecule in a non-equilibrium geometry.

XYZ file:
```
48
Properties=species:S:1:pos:R:3:forces:R:3
H -1.1116 -0.3363 0.1916 0.2012 0.2036 -0.0860
S -3.7699 -4.5763 3.6966 1.0840 0.0077 -0.4031
O 0.9216 -3.4213 2.5643 1.3559 -0.1760 -0.3133
H -2.5247 -0.8035 -1.6459 0.1990 -0.7120 -0.7994
N -1.1721 0.6623 -2.5005 -0.1367 -0.8622 -0.6607
C 1.2301 0.3816 -1.7153 -0.8931 0.5708 0.7147
S -2.2908 0.4855 2.5698 -0.1696 0.0861 -0.0483
N 1.4231 1.8624 -1.8678 -0.2910 0.0070 -0.1365
C 3.9461 4.3739 -1.6814 -0.9257 -1.0887 0.0105
C -1.8425 0.4184 -0.1079 -1.1376 -0.2520 0.6746
C 4.9069 2.2768 -1.2334 -0.6128 0.4552 -0.5642
H -3.5048 -0.6763 0.7963 -0.0401 0.3265 0.3346
H -3.1536 0.7988 -1.7813 0.4632 -0.0459 0.0108
H -1.8447 2.6691 -2.6755 0.0273 -0.0929 0.0180
H 2.1435 -0.1267 -1.9904 0.2521 0.0390 0.0660
C -0.9264 2.0908 -2.7951 1.0079 -0.9893 1.4453
H 4.0641 5.4242 -1.8125 -0.4363 0.7643 -0.1755
C -2.2299 0.2261 -1.5598 0.3661 1.5550 -0.1747
H 0.4380 -0.1343 -3.6143 -0.1326 0.1712 -0.6133
N 2.7395 3.8111 -1.8051 -0.0427 0.2865 0.1664
C 5.0642 3.6406 -1.3964 1.0385 -0.4339 0.3768
H -0.5711 2.1915 -3.8306 -0.1304 -0.1268 0.1519
N 0.6697 -0.8038 2.3566 -1.1845 -0.6785 -0.9637
C 0.1928 2.6972 -1.8503 -0.5915 -0.8566 -0.9842
H -0.4499 -6.0010 3.1198 -0.6547 0.6573 0.0173
H -3.8052 1.1026 0.6693 0.8886 -0.7543 0.7004
C -1.3297 -5.3345 3.2205 0.6557 -1.0823 0.1926
H 0.3902 3.6757 -2.2604 0.4499 0.2553 0.1805
C 2.6594 2.4683 -1.6452 -0.3806 0.6050 -0.7885
N -2.8064 -2.0411 3.1016 1.0282 0.6460 -0.3378
H -0.1603 -1.1759 -2.4033 -0.2314 -1.0511 0.5827
C -3.0298 0.3101 0.8972 0.3909 0.2404 -1.1719
H -0.2142 2.8077 -0.8378 0.2328 -0.0286 -0.0416
H 1.0216 -0.4819 3.2459 -0.0496 -0.1956 0.2949
C -1.8213 -1.2111 2.7769 -0.6091 -1.8559 0.2380
H -1.4249 1.3987 0.0061 0.4523 0.4125 0.2404
H 6.0449 4.0834 -1.2942 -0.0581 0.1401 -0.0094
H 5.7943 1.6788 -1.0277 -0.4448 -0.3074 0.0318
C -2.5573 -5.8400 3.5696 0.8098 0.4962 -0.2446
N -0.4915 -1.6699 2.5759 -0.2593 1.3818 0.4505
H 1.4065 -1.3840 1.8961 -1.0656 0.3308 0.6972
H 0.9923 0.1726 -0.6462 0.2962 0.0247 -0.5165
C -2.5594 -3.3983 3.2351 0.4972 1.4141 -0.1054
C -1.2942 -3.9143 3.0446 -1.6344 -0.2425 0.0373
C 0.0550 -0.1600 -2.6034 0.2650 2.6624 0.4826
N 3.7160 1.7054 -1.3995 0.6197 -1.2321 0.6220
H -2.7285 -6.9112 3.7422 -0.2927 0.8057 -0.0180
C -0.2048 -3.0121 2.7052 -0.1766 -1.4807 0.4189
```
Forces are in eV/Å.

## Properties
**Gap between HOMO and LUMO**: 7.76 eV
**Energy**: -52117.0093 eV
**Multiplicity**: 1
**SMILES**: Nn1c(SCCCN2CCN(c3ncccn3)CC2)nc2sccc2c1=O
**Relative energy (zero: lowest compared OMol25 entry of this formula, charge and spin)**: 1.740 eV

---

(3)
The following is a DFT calculation (ωB97M-V/def2-TZVPD) of a single C17H21NO3S molecule in a non-equilibrium geometry.

XYZ file:
```
43
Properties=species:S:1:pos:R:3:forces:R:3
H -3.5732 -1.9253 1.5417 -0.0159 0.0995 0.0511
H 2.3003 1.8730 3.1493 -0.0087 0.0829 0.0893
H -2.2696 2.2152 0.5207 -0.0341 0.1064 0.0672
C -1.3268 -0.8263 -1.6252 0.0134 0.2735 -0.0806
H 2.7665 3.3748 1.2747 0.0059 0.1146 0.0495
C 1.2083 -2.5264 -0.2318 -0.0489 -0.1769 -0.0080
H 3.5864 3.2899 -0.2900 0.0287 0.0800 -0.0325
C 2.0175 -0.2727 -1.0919 -0.0690 -0.2275 -0.5052
C 2.5862 0.5512 1.4956 -0.0554 -0.1414 -0.0803
H -0.6278 2.4621 -1.3094 0.0803 0.1102 0.0142
C 2.5566 0.9808 -0.8549 0.1984 0.2497 0.1945
H 2.6027 0.1927 3.6051 -0.0030 -0.0195 0.0740
C -0.7349 0.4004 -1.8907 -0.6524 -0.2919 0.4770
C 2.8686 0.9773 2.9022 -0.0024 -0.0209 -0.0527
N 0.2057 0.4974 -2.9245 0.8294 -0.3950 -0.4654
H 0.2125 -2.5812 0.2066 -0.0740 -0.0470 0.0231
C 2.0631 -0.7037 1.2357 0.0449 0.1450 -0.1302
C -1.0784 1.5004 -1.1096 0.0433 -0.1472 -0.1018
H -2.6752 -1.9336 -0.4196 -0.0762 -0.0736 0.0416
H -4.9922 -1.3557 -0.4807 -0.0335 -0.0461 -0.0940
H -1.0570 -1.6734 -2.2340 -0.0637 -0.1228 -0.0599
H -6.0056 -0.3431 0.5470 -0.0818 0.0537 -0.0047
H 1.1474 -2.7868 -1.2820 -0.0462 -0.1714 0.1500
C -4.2119 -1.0336 1.5147 -0.3249 -0.2987 -0.0030
C 2.8529 1.4148 0.4248 -0.1188 -0.1304 -0.2451
C -2.5850 0.1350 0.1879 0.1352 0.0975 -0.0673
H 3.9250 1.2121 3.0257 0.0731 0.0488 0.0837
H 0.4938 1.4426 -3.1310 0.1471 0.0591 -0.0804
C -2.2404 -0.9623 -0.5951 -0.1976 -0.0287 0.3006
H -5.9492 -2.0915 0.8137 -0.0798 -0.1042 0.0020
H 1.8709 -1.3724 2.0631 -0.0220 -0.0878 0.1031
H 2.7582 1.6101 -1.7088 0.0798 0.2001 -0.0143
C -1.9954 1.3693 -0.0895 -0.1522 -0.1213 0.0711
O -3.4465 0.1233 1.2448 0.1702 0.2368 -0.1219
H 1.8400 -3.2496 0.2820 0.0215 -0.0562 0.0337
S 1.5658 -0.5024 -2.8160 -0.1043 0.4483 -0.1971
C 1.7641 -1.1501 -0.0510 -0.0173 -0.1098 -0.0155
C 3.4321 2.7754 0.6543 -0.0101 -0.0595 0.0132
O 2.5499 0.1197 -3.6514 0.0079 0.2199 0.1409
O 1.1763 -1.8449 -3.1256 -0.1285 0.1081 0.2906
H -4.6064 -0.8652 2.5208 0.0994 -0.1018 -0.1186
C -5.3641 -1.2205 0.5319 0.3562 0.1588 0.1643
H 4.3886 2.7028 1.1701 0.0860 0.0870 0.0440
```
Forces are in eV/Å.

## Properties
**Gap between HOMO and LUMO**: 8.85 eV
**Energy**: -36437.4314 eV
**Multiplicity**: 1
**SMILES**: CCOc1ccc(NS(=O)(=O)c2cc(C)c(C)cc2C)cc1
**Relative energy (zero: lowest compared OMol25 entry of this formula, charge and spin)**: 0.770 eV

---

(4)
The following is a DFT calculation (ωB97M-V/def2-TZVPD) of a single C17H22BN3O4 molecule in a non-equilibrium geometry.

XYZ file:
```
47
Properties=species:S:1:pos:R:3:forces:R:3
C 4.0204 -2.2272 -1.2059 0.2720 0.0877 -1.3739
H -1.9314 1.8335 2.2360 -0.2052 0.7298 -0.2597
C -5.6220 3.6960 1.5454 -1.0038 0.2919 -1.6301
C -1.6709 0.5509 0.4897 0.8080 1.4983 1.2869
H 6.0937 -3.7913 -1.3438 0.4342 0.4257 -1.5057
H 2.3314 -1.1501 -1.9724 0.0750 -0.1324 0.2539
O -0.6518 0.0485 -2.2454 3.6906 1.3365 -0.8747
H -3.5477 0.9797 -0.6587 -1.0370 0.1858 0.4993
C -2.5483 1.2544 1.5565 -1.3613 0.0830 1.7688
C 2.1762 -1.5462 0.1668 -0.7319 0.2769 -1.0433
O -3.7207 3.5300 2.8264 -0.0300 -0.8292 -0.4107
B 0.6365 0.5527 -1.8105 -1.5673 -0.3364 -1.8956
N -6.2857 2.4939 -1.2190 1.5012 -1.3901 0.1921
C 0.8610 -0.8535 0.3421 0.4818 0.9382 1.6756
H 1.2275 0.7513 -3.6801 -0.3150 0.0174 -0.2907
C 4.5699 -2.9321 -0.1146 -0.9264 0.5530 -2.8882
H -6.0515 3.5364 0.5792 -0.4119 -0.1826 0.1515
H -1.1123 -0.1049 -1.4480 -1.4315 -0.9856 1.0784
H -0.3014 2.0505 0.7287 -0.4682 0.8393 0.5420
C 2.7560 -1.6321 -1.0930 1.3985 0.1841 -0.0101
N -3.8724 1.8955 1.2567 -0.3597 1.0141 -2.5337
H 5.5853 -4.7767 -0.1363 -0.5148 -0.6302 0.3213
H 4.7065 -3.1482 -3.1209 -0.0664 0.6866 0.4097
C -6.0418 4.6493 2.3363 -0.9272 0.9717 1.9960
H 4.3030 -3.4942 1.8487 -0.2994 -0.4821 0.2287
H -4.8154 0.2497 0.4077 0.1409 0.2296 -0.7430
N -0.4757 1.2327 0.2007 -0.6880 -1.1877 0.8256
C 2.7345 -2.2382 1.2036 -1.3085 0.3362 0.3381
H -5.4899 4.8148 3.2623 -0.0807 0.0171 -0.2269
H 1.6890 1.2340 0.0607 -0.4978 -0.2397 0.4726
H 2.1957 -2.1782 2.1282 0.1202 -0.2361 0.6086
H 0.6159 -0.7650 1.4424 0.2900 -0.2872 -0.9437
C 3.8229 -3.0194 1.0048 1.5016 0.0722 2.2293
H 4.4840 -1.3877 -3.2059 -0.6531 0.5095 -0.3503
H 5.8500 -2.0162 -2.4254 0.4111 0.0156 0.3005
C -4.3952 3.0552 1.9145 3.8901 -1.3125 0.8472
H -6.9679 5.2320 2.2791 0.4287 -0.3062 -0.6914
C 4.7948 -2.1823 -2.5641 -0.6644 -1.1169 0.8398
H -2.9264 0.4649 2.2149 0.8232 -0.6290 -0.1942
O 1.5197 0.9892 -2.8010 -0.4095 -0.4350 1.7179
C 0.8237 0.6097 -0.2018 -1.0255 -1.2740 -2.2585
C 5.7559 -3.7370 -0.3567 1.0670 -1.4163 1.3303
H 0.1031 -1.5025 -0.0769 -0.3298 0.2864 -0.2623
C -5.4228 1.8700 -0.7503 -2.3058 1.8704 -0.8377
C -4.4177 1.2066 0.0106 1.4453 -0.8579 1.6820
H 6.6077 -3.5375 0.2700 0.4337 0.6132 0.3452
O -1.9952 -0.5605 0.1188 0.4072 0.1969 -0.7171
```
Forces are in eV/Å.

## Properties
**Gap between HOMO and LUMO**: 9.20 eV
**Energy**: -31322.7724 eV
**Multiplicity**: 1
**SMILES**: C=CC(=O)N(CC#N)CC(=O)N[C@@H](Cc1ccc(C)c(C)c1)B(O)O
**Relative energy (zero: lowest compared OMol25 entry of this formula, charge and spin)**: 0.761 eV

---

- Which of these has the highest relative energy (zero: lowest compared OMol25 entry of this formula, charge and spin)?
  C17H21N7OS2

---

- Which formula does entry 3 have?
  C17H21NO3S